Here is a molecular structure, C33H67NO37Tl at a distorted geometry from OMol25. Energies are from the ωB97M-V functional and the def2-TZVPD basis.

Cartesian coordinates (Å):
Tl 2.25080 0.95113 -1.43598
N 0.28798 2.37371 -4.90749
O -0.22954 1.58716 -5.74780
O 0.91682 1.90003 -3.96629
O 0.13655 3.55711 -5.02801
O -0.17385 -0.33703 -0.81835
H -0.53902 -0.27695 0.08585
C -0.34013 -9.25055 -0.51060
O -0.24538 -7.83709 -0.88692
C -1.43606 -7.09732 -1.00446
O -2.59086 -7.48606 -0.79838
O -1.05970 -5.88876 -1.36705
C -2.05245 -4.99862 -1.76489
H -0.80349 -9.85925 -1.28705
H -0.94343 -9.45016 0.37501
H 0.59331 -9.80231 -0.39949
H -2.62093 -4.55316 -0.94850
H -2.72703 -5.56696 -2.40523
H -1.58036 -4.26990 -2.42383
C -1.51063 -0.88284 -3.76818
O -0.82323 -2.03794 -4.07079
C 0.59021 -1.94650 -4.03509
O 1.19747 -0.96499 -3.62794
O 1.08704 -2.98369 -4.64847
C 2.47322 -3.01837 -4.89673
H -2.52018 -0.89181 -4.17906
H -1.00742 0.05764 -3.99263
H -1.72679 -0.79675 -2.70331
H 2.76529 -2.19782 -5.55208
H 2.63554 -3.90595 -5.50824
H 3.05943 -2.96538 -3.97931
C 1.40124 -3.46858 -0.79487
O 2.74738 -3.81139 -1.12371
C 3.67089 -2.85632 -1.20943
O 3.47597 -1.67417 -1.35224
O 4.95460 -3.35273 -1.34707
C 5.17470 -4.77532 -1.54281
H 0.87183 -4.41850 -0.72081
H 0.88845 -2.86658 -1.54503
H 1.26772 -2.94919 0.15409
H 4.59054 -5.32788 -2.27870
H 5.03550 -5.20751 -0.55188
H 6.19989 -4.82367 -1.90989
C 2.87069 3.29824 3.50689
O 1.48482 3.33462 3.22644
C 0.90886 2.68271 2.18677
O 1.38368 1.90013 1.38877
O -0.41949 2.83880 2.26719
C -1.28960 2.14668 1.37207
H 3.55987 3.66413 2.74580
H 3.25954 2.27996 3.50700
H 3.19321 3.80594 4.41591
H -1.11034 1.09769 1.60787
H -1.03106 2.27749 0.32129
H -2.34233 2.39125 1.51366
C 6.30345 -0.68229 -3.53178
O 5.64142 -0.38751 -4.79742
C 4.48748 0.17252 -4.71487
O 3.84675 0.26092 -3.71034
O 4.16080 0.45763 -5.92753
C 2.93507 0.95932 -6.33370
H 6.07620 -1.67719 -3.14887
H 6.10005 0.04700 -2.74764
H 7.38451 -0.61721 -3.65501
H 2.13565 0.42005 -5.82556
H 2.78532 0.85858 -7.40866
H 2.78927 1.99485 -6.02627
C -3.26525 -3.51378 4.83271
O -3.18400 -3.66007 3.41838
C -3.02401 -2.54550 2.65519
O -3.26367 -1.42890 2.96803
O -2.69206 -2.99919 1.43640
C -2.52888 -2.19108 0.27480
H -2.52048 -2.86045 5.28720
H -3.16695 -4.45929 5.36605
H -4.20308 -2.96321 4.90656
H -2.16595 -2.75370 -0.58533
H -1.79282 -1.40333 0.43534
H -3.51546 -1.76830 0.08501
C 2.65705 -1.25617 7.34031
O 1.35822 -1.04115 6.85978
C 0.98078 0.13251 6.24490
O 1.69394 1.12322 6.19486
O -0.32702 0.03317 5.86433
C -0.82396 1.07322 5.11442
H 3.36135 -1.00118 6.54845
H 2.89158 -2.30621 7.51505
H 2.91896 -0.61758 8.18394
H -0.63124 2.00621 5.64404
H -1.90244 0.96684 4.99757
H -0.40142 1.05630 4.10979
C -6.90896 6.02252 2.01092
O -6.84440 4.59958 2.14324
C -5.76088 3.91391 2.57266
O -4.80629 4.36268 3.19899
O -5.91943 2.68116 2.18774
C -4.97236 1.61097 2.49857
H -7.76702 6.32882 1.41257
H -5.97262 6.28952 1.52093
H -6.96466 6.52110 2.97861
H -3.99892 1.97355 2.82876
H -4.76278 1.09656 1.56072
H -5.26704 0.82501 3.19396
C 0.31181 -1.40743 2.73527
O 1.65646 -1.34968 3.22513
C 2.69108 -0.99427 2.43633
O 2.65719 -0.78136 1.23532
O 3.81561 -1.12409 3.11783
C 5.10263 -0.86021 2.43809
H -0.07055 -2.25514 2.16669
H -0.00599 -0.53640 2.16221
H -0.29756 -1.50607 3.63363
H 5.92890 -1.35290 2.95055
H 5.29435 0.21227 2.47169
H 5.03269 -1.32891 1.45650
C -5.00016 5.21092 -1.40657
O -4.96144 4.02454 -0.64129
C -4.40678 2.89921 -1.06103
O -4.79874 1.79370 -0.75225
O -3.34171 3.06975 -1.83072
C -2.46576 2.01825 -2.24942
H -5.67052 5.91182 -0.90910
H -5.54383 5.11604 -2.34653
H -3.99444 5.60335 -1.55699
H -1.79637 2.46590 -2.98401
H -2.99004 1.19403 -2.73303
H -1.89160 1.58390 -1.43102
C -0.61234 6.46985 -2.54256
O -0.25983 5.11991 -2.20015
C 0.72030 4.74218 -1.31874
O 1.26257 3.64217 -1.15944
O 1.12079 5.83533 -0.62108
C 2.19592 5.77429 0.31072
H -0.86565 6.58388 -3.59656
H 0.15044 7.24140 -2.43778
H -1.49861 6.76162 -1.97910
H 2.49877 6.71342 0.77380
H 3.11707 5.38332 -0.12137
H 1.95184 5.12454 1.15116

Force components x, y, z for each atom (eV/Å):
-1.344 -1.011 0.041
-1.265 -0.510 -1.500
0.741 0.323 1.147
0.508 -1.162 0.773
0.066 1.179 -0.004
0.749 0.520 -0.655
0.576 0.327 -0.121
-1.183 -0.551 -0.450
-1.343 -0.229 0.295
-0.855 -2.746 1.061
3.091 0.843 -0.620
1.339 -0.169 0.517
-1.246 -0.046 -1.303
-0.416 0.530 -0.386
0.058 0.618 0.125
0.634 1.275 0.166
0.219 -0.261 0.029
-0.423 0.240 0.090
0.100 0.232 0.355
-1.046 1.540 1.011
2.921 -1.009 -0.358
-1.618 2.212 -0.189
-0.711 -1.523 -0.227
-1.066 -0.478 0.366
0.888 0.226 -0.743
0.252 -0.355 -0.622
0.247 -0.294 -0.453
0.352 -0.204 0.812
-0.089 0.327 0.194
0.066 -0.185 0.561
-0.060 -0.220 -0.062
-1.129 -0.182 0.110
0.664 0.102 0.534
0.994 -0.287 -1.579
-0.064 -0.177 0.632
-1.930 0.366 -0.452
0.424 0.152 0.748
0.189 -0.021 -0.083
0.443 0.109 -0.231
0.642 0.098 0.016
-0.619 0.694 0.021
0.302 -0.481 -0.274
0.039 -0.063 0.466
1.939 -1.308 -0.923
-0.902 0.394 -0.902
-0.664 -1.318 0.638
0.989 0.691 0.208
-0.054 1.789 0.631
0.904 -1.004 -0.323
-0.718 0.873 -0.693
-0.553 -0.428 0.691
-1.096 -0.083 0.125
-0.519 -0.258 -0.157
0.235 0.346 0.102
0.406 0.381 0.481
0.533 0.115 0.269
3.197 -1.048 1.396
-0.615 -0.639 -0.135
-1.398 1.027 1.641
0.631 0.434 -2.227
-2.127 0.372 0.755
-0.370 0.077 -0.270
-0.558 0.030 -0.268
-0.141 -0.104 -0.685
-0.100 -0.186 -0.068
0.539 -0.050 0.151
0.338 0.189 -0.188
-0.778 1.590 0.166
1.666 0.004 -1.023
-0.815 -2.262 -0.268
0.310 1.489 0.375
0.969 -1.149 -0.281
-0.801 0.920 0.743
0.411 0.143 -0.526
-0.551 -0.110 -0.653
-0.261 -0.507 1.180
-0.215 -0.314 0.569
-0.244 0.103 0.268
0.208 0.364 -0.454
1.729 0.990 -0.879
-2.344 0.397 -1.021
1.182 0.184 1.555
-1.254 -1.460 -0.570
2.089 -2.140 1.243
-0.628 1.653 -0.698
0.140 0.286 -0.113
-0.934 0.008 0.326
-0.310 -0.177 0.186
0.077 0.233 -0.453
0.054 -0.309 0.247
0.212 0.302 0.048
1.437 -0.185 0.450
-0.668 -0.762 -0.109
1.251 1.958 0.984
-1.286 -0.300 -0.953
-0.136 -2.377 0.059
0.916 0.344 -0.740
0.042 -0.591 -0.010
-0.109 0.571 -0.021
0.056 -0.123 0.051
-0.296 0.520 0.266
-0.384 0.204 -0.150
-0.854 0.643 0.238
-1.019 0.263 0.398
0.354 0.125 -0.434
0.123 -1.212 -1.590
-0.669 0.348 0.827
0.949 0.273 0.893
-1.016 -0.399 0.012
1.288 -0.602 -0.397
0.478 0.296 0.285
0.139 0.544 0.164
-0.575 -0.137 0.536
-0.158 -0.096 -0.472
0.079 0.628 -0.194
-0.200 0.689 -0.546
-0.652 -0.374 0.396
0.014 -2.147 -0.128
0.122 0.838 0.217
0.886 1.423 -0.569
-0.404 -0.371 -0.149
0.543 -0.026 0.657
0.453 -0.685 -0.345
-0.182 0.147 -0.040
-0.039 0.131 0.235
-0.368 0.163 0.073
-0.085 0.246 0.107
-0.231 1.074 0.110
1.458 -1.893 0.576
1.166 1.307 0.198
-1.922 1.681 -0.868
-0.382 0.310 -0.304
0.851 -1.237 0.704
-0.069 -1.048 -0.088
0.356 -0.513 0.687
0.167 -0.077 0.185
-0.894 0.481 -0.666
-0.187 -0.175 -0.417
-0.243 -0.155 -0.092

Net charge: +1
F_max (eV Å⁻¹): 3.643
Highest occupied orbital energy (Eh): -0.4342
Electronic energy (hartree): -4308.06280

Mulliken atomic charge list, values in e, 8 entries:
1 Tl 1.631
2 N 0.689
3 O -0.459
4 O -0.092
5 O -0.554
6 O 1.084
7 H -0.756
8 C -0.701